Entry P
An isolated molecule of C3H7FS, computed with ωB97M-V/def2-TZVPD.

Last column: Mulliken charge in e.
Positions of all 12 atoms, in Å:
1 C -0.05 0.29 -1.48  -1.03
2 C -0.78 -0.21 -0.32  -0.31
3 C 0.10 -0.52 0.95  -0.73
4 S 0.49 1.07 2.17  0.08
5 F 2.11 0.81 2.17  -0.26
6 H -0.85 0.32 -2.29  0.28
7 H 0.31 1.33 -1.25  0.27
8 H 0.70 -0.39 -1.79  0.35
9 H -1.12 -1.17 -0.53  0.31
10 H -1.63 0.42 -0.04  0.33
11 H -0.44 -1.25 1.53  0.38
12 H 1.15 -0.71 0.87  0.33

Results
charge	0
highest occupied orbital energy	-8.994	eV
E_LUMO	0.50	eV

***

Entry Q
A cluster of 2 separate species, C3H7FS in total, computed with ωB97M-V/def2-TZVPD.

Last column: Mulliken charge in e.
Positions of all 12 atoms, in Å:
1 C -0.58 1.19 0.50  -0.73
2 C 0.47 0.80 -0.51  -0.56
3 C 0.46 -1.29 -0.61  -0.56
4 F -0.62 -1.92 1.65  -0.25
5 S -1.03 -1.73 0.09  0.06
6 H -0.08 1.66 1.32  0.25
7 H -1.28 1.97 0.25  0.31
8 H -1.15 0.35 0.93  0.22
9 H 1.52 0.95 -0.29  0.30
10 H 0.38 1.19 -1.55  0.29
11 H 0.50 -1.72 -1.62  0.34
12 H 1.42 -1.45 -0.16  0.33

Results
charge	0
highest occupied orbital energy	-8.352	eV
E_LUMO	0.64	eV

***

Most stable pick: entry P. Distance to second place: 0.0494 hartree.